Record 1
The following is a quantum chemistry calculation of a molecular structure, C20H52MnNO2P2Si4 at a distorted geometry, from the OMol25 dataset.

The orbital gap (spin up / spin down) is 6.16 / 6.06 eV. The calculation puts the lowest unoccupied orbital energy (spin up / spin down) at 0.0159 / 0.0136 hartree. For the largest force on an atom, the calculation gives 1.63 eV/Å. The relative energy (zero: lowest compared OMol25 entry of this formula, charge and spin) is 0.699 eV. Its HOMO energy (spin up / spin down) is -5.73 / -5.69 eV. As for the multiplicity: 5.

Each line ends with the Mulliken charge.
Element x y z (Å)
C (-0.70048, 1.36010, -5.51902)  -0.774
C (-0.68348, 0.85099, -4.21867)  0.519
N (0.11310, 1.38453, -3.26256)  -0.283
C (0.87814, 2.44981, -3.56034)  0.543
C (0.88058, 3.02052, -4.83158)  -0.800
C (0.08656, 2.46224, -5.83233)  -0.570
C (-1.55540, -0.30428, -3.82527)  -0.880
P (-1.81932, -0.29517, -1.99062)  1.162
Mn (0.11054, 0.51966, -1.12467)  -1.014
P (1.96399, 1.79604, -1.10501)  0.898
C (1.74560, 3.02727, -2.47613)  -1.408
O (-0.49555, -2.80347, -4.45837)  -0.720
O (0.71222, -3.02120, -2.11244)  -0.756
H (-1.35215, 0.87063, -6.24725)  0.487
H (1.52295, 3.87993, -4.99792)  0.489
H (0.09235, 2.87606, -6.83742)  0.403
C (-3.26591, 0.81954, -1.86902)  -1.488
C (-2.52523, -1.95786, -1.76577)  -1.255
H (2.73388, 3.30857, -2.87086)  0.514
H (1.30111, 3.93773, -2.04009)  0.426
H (-1.10485, -1.29860, -4.14360)  0.206
H (-2.53267, -0.23307, -4.32760)  0.513
C (2.48598, 2.90121, 0.24016)  -1.142
C (3.49493, 0.94299, -1.64070)  -1.536
H (0.67608, -2.20401, -1.55059)  -0.241
H (0.46898, -3.76045, -1.51978)  0.290
H (0.05226, -2.95453, -3.62954)  0.501
H (0.11153, -2.80673, -5.21114)  0.298
H (-0.34947, 1.19642, 0.29142)  0.324
H (0.61119, -0.82350, -0.31229)  0.284
H (-4.10207, 0.40999, -2.45412)  0.414
H (-3.58061, 0.93223, -0.82420)  0.316
H (-3.00886, 1.80837, -2.27159)  0.371
H (-3.41562, -2.07731, -2.39832)  0.500
H (-1.78466, -2.71386, -2.06466)  0.335
H (-2.81025, -2.11550, -0.72143)  0.327
H (4.32817, 1.65620, -1.71609)  0.411
H (3.74367, 0.16232, -0.90858)  0.328
H (3.33521, 0.47121, -2.62056)  0.408
H (3.30337, 3.55566, -0.09601)  0.514
H (1.63401, 3.52700, 0.54009)  0.317
H (2.83063, 2.32019, 1.10529)  0.092
C (3.20847, 0.13318, 2.66887)  -1.111
Si (1.42551, 0.55053, 3.13225)  0.675
C (1.21676, -0.11907, 4.90361)  -1.302
C (1.15113, 2.40198, 3.43717)  -1.078
Si (0.03867, -0.17849, 1.34512)  0.689
Si (0.34376, -2.53162, 1.79106)  0.670
C (0.40829, -3.04025, 3.60260)  -1.238
C (-1.07529, -3.55043, 1.08390)  -0.740
C (1.99321, -3.03155, 1.00544)  -0.927
Si (-2.04802, 0.43896, 2.24848)  0.209
C (-2.08491, 0.47177, 4.12960)  -1.229
C (-2.32255, 2.20638, 1.63257)  -1.067
C (-3.43602, -0.69304, 1.69062)  -0.935
H (3.86712, 0.65826, 3.38003)  0.488
H (3.49277, 0.42693, 1.65064)  0.090
H (3.40030, -0.94400, 2.77724)  0.294
H (1.84504, 0.51776, 5.54247)  0.414
H (0.19376, -0.05919, 5.28785)  0.305
H (1.57162, -1.14617, 5.02200)  0.373
H (1.50770, 3.04052, 2.62354)  0.248
H (0.10049, 2.65050, 3.63330)  0.235
H (1.72829, 2.65838, 4.33824)  0.442
H (-0.32217, -2.50859, 4.22450)  0.261
H (0.17244, -4.11508, 3.64661)  0.443
H (1.40977, -2.90874, 4.03017)  0.284
H (-1.22840, -3.41961, 0.00627)  -0.189
H (-0.85256, -4.61371, 1.26458)  0.473
H (-2.02453, -3.32810, 1.58775)  0.269
H (2.08458, -2.77546, -0.05805)  0.209
H (2.84762, -2.58413, 1.52834)  0.258
H (2.08813, -4.12505, 1.09372)  0.378
H (-1.45007, 1.25394, 4.56317)  0.301
H (-3.12702, 0.69167, 4.41099)  0.448
H (-1.81133, -0.49222, 4.57600)  0.287
H (-2.49097, 2.26582, 0.54973)  0.192
H (-3.22375, 2.58027, 2.14298)  0.461
H (-1.48961, 2.87588, 1.88551)  0.291
H (-3.56861, -0.73056, 0.60481)  0.067
H (-3.30869, -1.71560, 2.06604)  0.272
H (-4.36140, -0.28995, 2.12946)  0.463

Record 2
The following is a quantum chemistry calculation of 2 unconnected molecules or ions with the total composition CH4Cl2P2 at a distorted geometry, from the OMol25 dataset.

The orbital gap (spin up / spin down) is 7.79 / 6.65 eV. The calculation puts the lowest unoccupied orbital energy (spin up / spin down) at -0.0215 / -0.0495 hartree. For the largest force on an atom, the calculation gives 2.89 eV/Å. The relative energy (zero: lowest compared OMol25 entry of this formula, charge and spin) is 4.436 eV. Its HOMO energy (spin up / spin down) is -8.37 / -8.00 eV.

Each line ends with the Mulliken charge.
Element x y z (Å)
C (-1.14496, -1.90030, -2.41583)  0.094
P (1.47167, 0.50686, 0.90641)  -0.149
P (-0.39925, -0.76820, -1.08629)  0.039
Cl (-2.12376, -3.27508, -1.91538)  -0.162
Cl (-0.20430, -2.27883, -3.73346)  -0.125
H (0.64381, 0.60197, 2.11083)  0.065
H (2.54271, -0.35332, 1.51407)  0.078
H (0.08034, -0.05024, -2.10812)  0.071
H (-1.48902, -0.02844, -0.73687)  0.089

Q: Among the records above, which one has the lowest largest force on an atom?
A: C20H52MnNO2P2Si4

Q: What is the largest force on an atom in the first record?
A: 1.63 eV/Å

Please write out number 2 again, unchanged.
The following is a quantum chemistry calculation of 2 unconnected molecules or ions with the total composition CH4Cl2P2 at a distorted geometry, from the OMol25 dataset.

The orbital gap (spin up / spin down) is 7.79 / 6.65 eV. The calculation puts the lowest unoccupied orbital energy (spin up / spin down) at -0.0215 / -0.0495 hartree. For the largest force on an atom, the calculation gives 2.89 eV/Å. The relative energy (zero: lowest compared OMol25 entry of this formula, charge and spin) is 4.436 eV. Its HOMO energy (spin up / spin down) is -8.37 / -8.00 eV.

Each line ends with the Mulliken charge.
Element x y z (Å)
C (-1.14496, -1.90030, -2.41583)  0.094
P (1.47167, 0.50686, 0.90641)  -0.149
P (-0.39925, -0.76820, -1.08629)  0.039
Cl (-2.12376, -3.27508, -1.91538)  -0.162
Cl (-0.20430, -2.27883, -3.73346)  -0.125
H (0.64381, 0.60197, 2.11083)  0.065
H (2.54271, -0.35332, 1.51407)  0.078
H (0.08034, -0.05024, -2.10812)  0.071
H (-1.48902, -0.02844, -0.73687)  0.089

Q: Which of these has the highest largest force on an atom?
A: CH4Cl2P2